[1]
Computed, not measured: the molecule C9H11BN2O2 in a non-equilibrium geometry, with wB97M-V/def2-TZVPD.

For the LUMO energy (spin up / spin down), the calculation gives -0.0058 / -0.0122 hartree. Its relative energy (zero: lowest compared OMol25 entry of this formula, charge and spin) is 4.5393 eV. The calculation puts the orbital gap (spin up / spin down) at 0.274 / 0.273 Ha. The SMILES is CC1=C(B(O)O)[C@@H]2C=NNC(=C2)C=C1.

ORCA input file:
```
! wB97M-V def2-TZVPD RIJCOSX def2/J DEFGRID3
* xyz 0 1
O 2.12 1.53 1.79
C -1.80 -1.42 -0.70
B 1.38 1.78 0.68
H 0.07 -2.30 2.03
C -1.04 -2.16 0.25
H -2.12 2.55 -0.01
H -1.63 2.41 -1.70
C -0.28 -1.60 1.27
N -0.34 -3.32 -0.15
N 0.85 -2.82 -0.69
H -0.49 3.03 -0.51
H 1.56 -0.55 1.45
H -2.49 -2.00 -1.29
H 2.26 -1.44 -0.84
C -1.29 2.31 -0.67
H -2.49 0.33 -1.60
C 0.35 0.67 0.24
H 2.28 3.49 0.22
C 1.33 -1.71 -0.36
H 2.77 2.19 2.04
H -0.76 -3.98 -0.80
O 1.58 2.90 -0.07
C 0.77 -0.72 0.72
C -0.83 0.90 -0.39
C -1.76 -0.08 -0.91
*
```

---

[2]
Computed, not measured: a cluster of 2 separate species, C5H10S2 in total in a non-equilibrium geometry, with wB97M-V/def2-TZVPD.

For the LUMO energy, the calculation gives 0.0008 hartree. Its relative energy (zero: lowest compared OMol25 entry of this formula, charge and spin) is 3.5612 eV. The calculation puts the orbital gap at 0.311 Ha.

ORCA input file:
```
! wB97M-V def2-TZVPD RIJCOSX def2/J DEFGRID3
* xyz 0 1
C -1.59 -1.90 -1.24
C 1.74 0.67 1.61
C -1.59 0.59 -0.26
H 0.58 0.67 1.97
H 2.23 1.68 1.65
C 1.11 0.42 -0.89
H -0.85 -1.47 -1.94
C 1.67 -0.05 0.25
H 1.17 -0.22 -1.82
S -1.46 -0.98 0.39
H 0.58 1.37 -0.87
H -2.56 -1.67 -1.58
S -1.90 1.83 0.95
H -1.44 -3.03 -1.00
H 2.09 -1.10 0.18
H 2.22 0.18 2.45
H -2.00 3.01 0.15
*
```

---

> What is the relative energy (zero: lowest compared OMol25 entry of this formula, charge and spin) in the second record?

3.5612 eV

---

> Look up the relative energy (zero: lowest compared OMol25 entry of this formula, charge and spin) of the first one.

4.5393 eV

---

> What is the relative energy (zero: lowest compared OMol25 entry of this formula, charge and spin) in the second record?

3.5612 eV

---

Copy entry 1 word for word.
Computed, not measured: the molecule C9H11BN2O2 in a non-equilibrium geometry, with wB97M-V/def2-TZVPD.

For the LUMO energy (spin up / spin down), the calculation gives -0.0058 / -0.0122 hartree. Its relative energy (zero: lowest compared OMol25 entry of this formula, charge and spin) is 4.5393 eV. The calculation puts the orbital gap (spin up / spin down) at 0.274 / 0.273 Ha. The SMILES is CC1=C(B(O)O)[C@@H]2C=NNC(=C2)C=C1.

ORCA input file:
```
! wB97M-V def2-TZVPD RIJCOSX def2/J DEFGRID3
* xyz 0 1
O 2.12 1.53 1.79
C -1.80 -1.42 -0.70
B 1.38 1.78 0.68
H 0.07 -2.30 2.03
C -1.04 -2.16 0.25
H -2.12 2.55 -0.01
H -1.63 2.41 -1.70
C -0.28 -1.60 1.27
N -0.34 -3.32 -0.15
N 0.85 -2.82 -0.69
H -0.49 3.03 -0.51
H 1.56 -0.55 1.45
H -2.49 -2.00 -1.29
H 2.26 -1.44 -0.84
C -1.29 2.31 -0.67
H -2.49 0.33 -1.60
C 0.35 0.67 0.24
H 2.28 3.49 0.22
C 1.33 -1.71 -0.36
H 2.77 2.19 2.04
H -0.76 -3.98 -0.80
O 1.58 2.90 -0.07
C 0.77 -0.72 0.72
C -0.83 0.90 -0.39
C -1.76 -0.08 -0.91
*
```